The following is a quantum chemistry calculation of a 13-piece molecular cluster, C29H79N5O34S8 overall at a distorted geometry, from the Open Molecules 2025 dataset.

**Largest force on an atom**: 0.096 hartree/bohr
**LUMO energy (spin up / spin down)**: -3.3 / -9.0 eV
**Total energy**: -195070.398 eV
**<S²>**: 0.7551
**Orbital gap (spin up / spin down)**: 9.026 / 3.276 eV

```
! wB97M-V def2-TZVPD RIJCOSX def2/J DEFGRID3
* xyz 1 2
O 4.79 3.91 -5.35
S 4.65 3.23 -4.06
O 3.36 3.00 -3.49
O 5.50 1.77 -4.31
C 5.43 0.82 -3.33
C 6.52 -0.15 -3.63
C 5.81 4.02 -2.80
H 4.48 0.28 -3.35
H 5.49 1.24 -2.33
H 6.44 -0.56 -4.64
H 6.50 -0.92 -2.86
H 7.49 0.29 -3.40
H 5.68 5.10 -2.75
H 6.85 3.91 -3.11
H 5.54 3.56 -1.85
O -3.88 4.83 4.29
S -4.32 3.80 3.32
O -4.87 2.53 3.82
O -5.47 4.50 2.33
C -5.56 5.90 2.35
C -6.07 6.54 1.03
C -2.92 3.50 2.15
H -4.57 6.31 2.57
H -6.23 6.25 3.13
H -7.03 6.04 0.88
H -5.37 6.29 0.22
H -6.19 7.62 0.98
H -3.17 2.70 1.46
H -2.04 3.30 2.76
H -2.73 4.43 1.61
O -4.19 -4.96 3.12
S -3.38 -5.82 2.24
O -2.33 -6.64 2.83
O -4.39 -6.78 1.29
C -5.71 -6.30 1.06
C -6.27 -6.83 -0.24
C -2.64 -4.81 0.82
H -5.63 -5.21 1.04
H -6.30 -6.59 1.93
H -6.63 -7.84 -0.06
H -5.48 -6.85 -1.00
H -7.12 -6.35 -0.72
H -3.42 -4.26 0.28
H -2.13 -5.55 0.22
H -1.92 -4.09 1.21
O 1.03 -4.28 -0.53
S 0.36 -4.16 -1.82
O -1.05 -3.78 -1.83
O 1.19 -3.20 -2.81
C 2.56 -3.05 -2.54
C 3.15 -2.44 -3.80
C 0.45 -5.88 -2.73
H 2.86 -4.08 -2.34
H 2.71 -2.51 -1.60
H 2.82 -3.04 -4.65
H 4.23 -2.36 -3.71
H 2.71 -1.47 -4.01
H 0.01 -6.59 -2.04
H 1.41 -6.22 -3.14
H -0.27 -5.68 -3.52
O -1.44 0.77 1.94
S -1.13 -0.10 0.84
O -2.19 -0.60 -0.04
O 0.04 0.62 -0.09
C 0.37 -0.06 -1.30
C 1.37 0.73 -2.20
C -0.22 -1.60 1.46
H -0.45 -0.25 -1.99
H 0.85 -1.01 -1.04
H 2.36 0.89 -1.78
H 0.96 1.72 -2.37
H 1.50 0.17 -3.13
H 0.03 -2.23 0.61
H -0.99 -2.13 2.02
H 0.65 -1.36 2.07
O 0.20 -3.91 5.58
S 0.40 -4.58 4.31
O -0.58 -4.41 3.20
O 1.87 -4.10 3.68
C 2.22 -4.29 2.31
C 3.75 -4.15 2.31
C 0.84 -6.42 4.58
H 1.92 -3.48 1.64
H 2.06 -5.28 1.88
H 4.08 -4.29 1.28
H 4.15 -4.91 2.98
H 4.16 -3.18 2.59
H 1.51 -6.45 5.44
H 1.42 -6.74 3.72
H -0.06 -7.03 4.67
O -4.72 0.16 5.73
S -3.60 0.32 6.66
O -3.79 0.20 8.11
O -2.33 -0.67 6.25
C -2.06 -1.00 4.90
C -2.77 -2.32 4.55
C -2.84 1.98 6.40
H -0.98 -1.09 4.80
H -2.40 -0.18 4.27
H -2.64 -2.50 3.48
H -3.83 -2.36 4.80
H -2.33 -3.06 5.21
H -3.73 2.60 6.55
H -2.32 2.08 5.45
H -2.06 2.07 7.16
O 4.29 5.87 -0.77
S 3.12 5.50 0.01
O 3.24 4.85 1.31
O 2.10 6.84 0.15
C 1.86 7.51 -1.06
C 0.35 7.84 -1.00
C 2.03 4.42 -1.08
H 2.24 6.99 -1.94
H 2.56 8.34 -1.11
H 0.25 8.64 -0.27
H -0.24 7.01 -0.61
H -0.10 8.12 -1.95
H 1.96 4.78 -2.11
H 1.03 4.45 -0.65
H 2.47 3.42 -1.03
C 4.94 -0.19 1.90
N 4.14 -0.37 0.62
O 3.19 -1.19 0.75
O 4.42 0.25 -0.46
H 5.00 0.87 2.15
H 5.95 -0.52 1.62
H 4.61 -0.75 2.78
C 1.59 2.72 2.53
N 0.88 1.91 3.59
O 0.08 2.46 4.32
O 1.15 0.71 3.72
H 2.61 2.77 2.91
H 1.19 3.72 2.37
H 1.54 2.09 1.64
C -3.85 1.50 -2.68
N -2.86 2.11 -3.68
O -3.20 3.08 -4.38
O -1.78 1.55 -3.81
H -4.74 1.28 -3.27
H -4.07 2.26 -1.93
H -3.43 0.58 -2.26
C 0.95 2.35 -5.85
N 0.45 3.76 -6.04
O -0.34 4.19 -5.20
O 0.74 4.22 -7.14
H 1.27 2.15 -4.83
H 1.70 2.09 -6.60
H 0.12 1.64 -5.94
C -0.66 -2.31 -5.04
N -1.62 -2.44 -6.18
O -1.42 -1.75 -7.15
O -2.48 -3.28 -6.08
H -0.17 -3.28 -4.98
H -1.17 -2.12 -4.10
H 0.15 -1.60 -5.20
*
```

=====

The following is a quantum chemistry calculation of C5H8Cl2N2P2 in the gas phase at a distorted geometry, from the Open Molecules 2025 dataset.

**Relative energy (zero: lowest compared OMol25 entry of this formula, charge and spin)**: 0.00 kcal/mol
**Largest force on an atom**: 0.076 hartree/bohr
**LUMO energy**: 0.2 eV
**Total energy**: -51914.668 eV
**Orbital gap**: 8.807 eV

```
! wB97M-V def2-TZVPD RIJCOSX def2/J DEFGRID3
* xyz 0 1
C 0.11 0.09 -0.23
C 2.26 -0.42 -0.17
C 0.45 2.49 0.28
C -0.28 -3.47 -0.23
C -0.48 1.45 -0.27
N -0.34 -1.06 -0.28
N 0.40 -2.18 -0.20
P 2.14 -2.05 -0.09
P 3.72 0.29 0.65
Cl 4.10 1.81 -0.66
Cl 5.04 -1.02 -0.14
H 0.65 2.60 1.37
H 0.17 3.47 -0.11
H 1.40 2.28 -0.31
H -0.95 -3.75 -0.97
H 0.57 -4.31 -0.42
H -0.77 -3.64 0.70
H -0.85 1.68 -1.27
H -1.40 1.37 0.28
*
```

=====

The following is a quantum chemistry calculation of C25H45MnN2O3 as an isolated structure, from the Open Molecules 2025 dataset.

**Largest force on an atom**: 0.012 hartree/bohr
**LUMO energy (spin up / spin down)**: -2.3 / -2.3 eV
**Total energy**: -67094.416 eV
**<S²>**: 8.7553
**Orbital gap (spin up / spin down)**: 7.493 / 8.004 eV

```
! wB97M-V def2-TZVPD RIJCOSX def2/J DEFGRID3
* xyz 1 6
Mn 0.61 0.24 0.63
C -0.18 2.08 5.08
N -1.16 2.27 4.02
C -2.46 2.78 4.45
C -0.91 1.82 2.80
O 0.15 1.25 2.51
C -1.98 2.02 1.73
O -1.51 1.50 0.50
C -1.54 2.35 -0.63
C -0.12 2.68 -1.09
O 0.84 2.08 -0.60
N 0.00 3.61 -2.03
C 1.33 3.97 -2.53
C -1.15 4.23 -2.68
H -0.09 3.00 5.66
H 0.78 1.84 4.65
H -0.48 1.27 5.75
H -2.30 3.58 5.17
H -3.05 2.00 4.92
H -3.02 3.19 3.61
H -2.21 3.09 1.64
H -2.88 1.48 2.01
H -2.10 3.27 -0.42
H -2.06 1.81 -1.43
H 2.08 3.53 -1.89
H 1.44 5.05 -2.52
H 1.46 3.61 -3.55
H -1.90 3.49 -2.95
H -0.81 4.71 -3.59
H -1.61 4.99 -2.05
C 1.51 -1.13 -1.30
C 0.12 -1.46 -1.32
C -0.18 -2.03 -0.03
C 1.03 -2.02 0.72
C 2.08 -1.47 -0.06
C 3.53 -1.29 0.37
C 4.32 -2.56 0.02
C 4.15 -0.08 -0.36
C 3.61 -1.02 1.88
C -1.45 -2.67 0.55
C -2.61 -1.67 0.64
C -1.84 -3.92 -0.26
C -1.20 -3.15 1.99
C -0.60 -1.37 -2.67
C -0.30 -2.68 -3.44
C -0.03 -0.19 -3.49
C -2.12 -1.18 -2.64
H 2.07 -0.76 -2.14
H 1.18 -2.52 1.67
H 3.89 -3.42 0.53
H 5.36 -2.46 0.32
H 4.29 -2.74 -1.05
H 4.24 -0.27 -1.43
H 5.14 0.12 0.03
H 3.52 0.80 -0.22
H 3.32 -1.90 2.46
H 2.96 -0.19 2.15
H 4.63 -0.75 2.16
H -2.81 -1.16 -0.30
H -2.36 -0.91 1.39
H -3.52 -2.18 0.96
H -2.21 -3.68 -1.25
H -2.62 -4.48 0.26
H -0.97 -4.57 -0.37
H -0.86 -2.33 2.63
H -0.47 -3.96 2.02
H -2.14 -3.53 2.40
H 0.78 -2.85 -3.49
H -0.69 -2.61 -4.46
H -0.76 -3.53 -2.94
H 0.94 -0.42 -3.93
H 0.08 0.70 -2.87
H -0.71 0.04 -4.32
H -2.63 -1.97 -2.11
H -2.49 -1.18 -3.67
H -2.38 -0.22 -2.19
*
```

=====

The following is a quantum chemistry calculation of C11H17B2N7Os as an isolated structure at a distorted geometry, from the Open Molecules 2025 dataset.

**Relative energy (zero: lowest compared OMol25 entry of this formula, charge and spin)**: 0.00 kcal/mol
**Largest force on an atom**: 0.087 hartree/bohr
**LUMO energy (spin up / spin down)**: -8.3 / -10.6 eV
**Total energy**: -25913.699 eV
**<S²>**: 6.0309
**Orbital gap (spin up / spin down)**: 7.823 / 5.681 eV

```
! wB97M-V def2-TZVPD RIJCOSX def2/J DEFGRID3
* xyz 2 5
H 1.67 0.69 2.70
N 1.66 -0.62 1.03
B 2.01 -2.48 -0.66
N 2.40 -1.74 0.65
C 3.33 -1.96 1.60
Os 0.05 0.01 -0.06
H 4.01 -2.79 1.47
C 3.19 -1.00 2.60
H 3.78 -0.91 3.50
C 2.13 -0.17 2.22
H 2.72 -3.41 -0.89
C -1.57 1.32 -1.62
H -2.39 1.96 -1.28
H -1.71 0.26 -1.25
H -1.52 1.36 -2.72
N 2.12 -1.42 -1.80
N 0.51 -2.90 -0.55
N 1.34 -0.27 -1.72
N -0.45 -1.92 -0.28
C 2.82 -1.37 -2.95
C -0.11 -4.08 -0.64
H 3.47 -2.19 -3.21
H 0.47 -4.96 -0.87
C 2.50 -0.20 -3.61
C -1.48 -3.91 -0.43
C 1.56 0.47 -2.83
C -1.67 -2.54 -0.21
H 2.90 0.14 -4.57
H -2.25 -4.66 -0.43
H 1.04 1.42 -2.99
H -2.56 -1.95 0.01
H -0.65 1.67 -1.18
B -2.30 2.92 1.86
C -1.55 1.62 1.66
N -0.94 0.65 1.36
H -1.54 3.83 1.59
H -2.62 2.94 3.03
H -3.26 2.93 1.12
*
```

=====

The following is a quantum chemistry calculation of C28H18Cl2N5O2STm as an isolated structure, from the Open Molecules 2025 dataset.

**Largest force on an atom**: 0.014 hartree/bohr
**LUMO energy (spin up / spin down)**: -0.8 / -0.8 eV
**Total energy**: -106289.861 eV
**<S²>**: 2.0023
**Orbital gap (spin up / spin down)**: 6.540 / 6.538 eV

```
! wB97M-V def2-TZVPD RIJCOSX def2/J DEFGRID3
* xyz 0 3
Tm -0.18 0.57 -0.13
Cl -3.77 6.42 -2.09
C -2.47 5.36 -1.64
C -2.77 4.06 -1.27
C -1.77 3.17 -0.90
N -2.00 1.80 -0.60
C -3.21 1.41 -0.13
O -4.16 2.10 0.23
C -3.38 -0.10 -0.08
C -4.63 -0.61 0.21
C -4.82 -1.98 0.18
C -3.74 -2.80 -0.12
C -2.51 -2.21 -0.36
N -2.33 -0.88 -0.34
C -0.43 3.61 -0.90
C -0.15 4.92 -1.27
C -1.15 5.79 -1.64
Cl -0.72 7.41 -2.09
N 0.56 2.64 -0.60
C 1.77 3.03 -0.12
O 2.13 4.14 0.23
C 2.79 1.91 -0.07
C 4.11 2.23 0.21
C 5.06 1.23 0.18
C 4.67 -0.07 -0.11
C 3.33 -0.31 -0.35
N 2.40 0.65 -0.34
H -3.80 3.75 -1.26
H -5.43 0.09 0.43
H -5.79 -2.41 0.39
H -3.83 -3.87 -0.15
H -1.64 -2.82 -0.55
H 0.87 5.27 -1.26
H 4.34 3.26 0.43
H 6.10 1.45 0.39
H 5.37 -0.88 -0.15
H 2.98 -1.31 -0.55
C 0.56 -1.73 -2.34
C 0.79 -2.44 -1.04
C 1.23 -3.77 -0.99
C 1.41 -4.36 0.23
C 1.18 -3.63 1.42
C 1.37 -4.20 2.69
C 1.12 -3.45 3.80
C 0.69 -2.11 3.68
C 0.49 -1.50 2.46
S -0.06 0.17 2.43
C 0.74 -2.29 1.29
N 0.56 -1.74 0.05
H 0.77 -2.37 -3.20
H 1.21 -0.85 -2.42
H -0.48 -1.40 -2.43
H 1.40 -4.32 -1.91
H 1.75 -5.38 0.31
H 1.70 -5.23 2.77
H 1.26 -3.87 4.79
H 0.49 -1.53 4.57
*
```

=====

The following is a quantum chemistry calculation of C5H4N2S in the gas phase at a distorted geometry, from the Open Molecules 2025 dataset.

**Relative energy (zero: lowest compared OMol25 entry of this formula, charge and spin)**: 68.41 kcal/mol
**Largest force on an atom**: 0.166 hartree/bohr
**LUMO energy**: -1.0 eV
**Total energy**: -19061.763 eV
**Orbital gap**: 8.952 eV
**SMILES**: N#CC(C#N)=CCS

```
! wB97M-V def2-TZVPD RIJCOSX def2/J DEFGRID3
* xyz 0 1
C -1.39 0.25 0.60
C -0.18 -0.49 0.35
C 1.04 -0.03 -0.15
C 1.28 1.42 -0.47
C 2.10 -0.98 -0.27
H -1.88 -0.06 -1.66
H -1.18 1.24 0.34
H -1.55 0.08 1.73
H -0.07 -1.64 0.81
N 1.66 2.57 -0.29
N 2.76 -2.02 -0.39
S -2.59 -0.33 -0.58
*
```

=====

The following is a quantum chemistry calculation of C4H7N3 in the gas phase, from the Open Molecules 2025 dataset.

**Relative energy (zero: lowest compared OMol25 entry of this formula, charge and spin)**: 2.79 kcal/mol
**Largest force on an atom**: 0.004 hartree/bohr
**LUMO energy**: 1.0 eV
**Total energy**: -8731.558 eV
**Orbital gap**: 7.986 eV
**SMILES**: Nc1c[nH]c(N)c1

```
! wB97M-V def2-TZVPD RIJCOSX def2/J DEFGRID3
* xyz 0 1
N -2.47 -0.35 0.15
C -1.11 -0.12 -0.04
C -0.01 -0.93 0.12
C 1.14 -0.07 0.09
N 2.46 -0.47 0.40
C 0.71 1.20 -0.17
N -0.68 1.16 -0.24
H -3.10 0.00 -0.55
H -2.69 -1.28 0.47
H -0.01 -2.00 0.28
H 3.14 0.19 0.06
H 2.68 -1.39 0.04
H 1.24 2.14 -0.20
H -1.28 1.94 -0.42
*
```

=====

The following is a quantum chemistry calculation of C31H43Br3O4Si2 as an isolated structure at a distorted geometry, from the Open Molecules 2025 dataset.

**Largest force on an atom**: 0.045 hartree/bohr
**LUMO energy**: 0.1 eV
**Total energy**: -266918.409 eV
**Orbital gap**: 8.742 eV

```
! wB97M-V def2-TZVPD RIJCOSX def2/J DEFGRID3
* xyz 0 1
C 1.01 -0.38 -1.98
C 0.69 -0.55 -0.82
Si 0.40 -0.60 1.03
C 2.09 -0.89 1.82
C 3.04 -1.83 1.00
C 4.43 -1.14 0.83
C 4.48 -0.09 -0.29
C 3.96 1.21 -0.17
C 4.03 2.12 -1.24
C 4.66 1.72 -2.43
C 5.20 0.43 -2.58
C 5.11 -0.45 -1.50
C -0.81 -2.03 1.34
C -1.20 -2.84 0.05
C -2.40 -2.18 -0.72
C -2.16 -1.97 -2.22
C -2.99 -1.00 -2.85
C -2.88 -0.66 -4.20
C -1.89 -1.31 -4.97
C -1.10 -2.29 -4.37
C -1.21 -2.64 -3.01
O -0.20 0.94 1.43
Si -0.84 1.15 2.98
C 0.08 0.26 4.38
C -0.44 -1.19 4.72
C -2.72 0.81 3.11
C -3.42 0.48 1.79
O -4.08 -0.52 1.71
O -3.37 1.32 0.64
C -4.28 2.34 0.83
C -4.37 3.48 -0.20
O -5.02 2.37 1.78
C -0.64 3.02 3.33
C 0.93 3.25 3.38
C -1.27 3.82 2.12
C -0.25 4.47 1.14
H 1.45 -0.22 -2.96
H 2.56 0.10 1.96
H 1.93 -1.35 2.82
H 2.62 -2.21 0.05
H 3.23 -2.73 1.63
H 4.65 -0.61 1.79
H 5.26 -1.86 0.70
H 3.47 1.53 0.76
H 3.64 3.14 -1.17
H 4.76 2.43 -3.26
H 5.71 0.10 -3.49
H 5.53 -1.47 -1.58
H -1.71 -1.76 1.91
H -0.26 -2.76 1.99
H -0.34 -3.08 -0.59
H -1.58 -3.82 0.43
H -3.36 -2.69 -0.53
H -2.51 -1.17 -0.29
H -3.76 -0.50 -2.24
H -3.56 0.10 -4.59
H -1.79 -1.01 -6.02
H -0.32 -2.80 -4.98
H -0.56 -3.39 -2.54
H 1.19 0.29 4.27
H -0.12 0.87 5.29
H -1.38 -1.46 4.21
H 0.31 -1.95 4.41
H -0.53 -1.30 5.81
H -2.97 0.02 3.84
H -3.21 1.73 3.50
H -4.44 4.46 0.31
H -3.51 3.48 -0.88
H -5.33 3.36 -0.74
H -1.05 3.30 4.32
H 1.20 4.31 3.44
H 1.37 2.75 2.49
H 1.35 2.69 4.25
H -1.99 4.59 2.46
H -1.86 3.10 1.51
H 0.41 3.71 0.69
H 0.34 5.26 1.63
H -0.78 4.94 0.29
C 0.72 -5.34 -7.51
Br 2.34 -5.59 -6.51
Br -0.17 -7.02 -7.86
Br -0.46 -4.07 -6.66
H 1.00 -4.93 -8.47
*
```

=====

Please write out number 6 again, unchanged.
The following is a quantum chemistry calculation of C5H4N2S in the gas phase at a distorted geometry, from the Open Molecules 2025 dataset.

**Relative energy (zero: lowest compared OMol25 entry of this formula, charge and spin)**: 68.41 kcal/mol
**Largest force on an atom**: 0.166 hartree/bohr
**LUMO energy**: -1.0 eV
**Total energy**: -19061.763 eV
**Orbital gap**: 8.952 eV
**SMILES**: N#CC(C#N)=CCS

```
! wB97M-V def2-TZVPD RIJCOSX def2/J DEFGRID3
* xyz 0 1
C -1.39 0.25 0.60
C -0.18 -0.49 0.35
C 1.04 -0.03 -0.15
C 1.28 1.42 -0.47
C 2.10 -0.98 -0.27
H -1.88 -0.06 -1.66
H -1.18 1.24 0.34
H -1.55 0.08 1.73
H -0.07 -1.64 0.81
N 1.66 2.57 -0.29
N 2.76 -2.02 -0.39
S -2.59 -0.33 -0.58
*
```

=====

- Look up the largest force on an atom of the third one.
  0.012 hartree/bohr

=====

- Among the records above, which one has the lowest total energy?
  C31H43Br3O4Si2